# C15H40B3MgO8S2

C15H40B3MgO8S2 as an isolated structure at a distorted geometry (wB97M-V/def2-TZVPD, the OMol25 dataset).

Properties
Energy relative to the best compared isomer or geometry (same formula, charge and spin) in eV: 0.0000
HOMO-LUMO gap in eV: 8.85
Net charge: -1
LUMO level in hartree: 0.0779
E in eV: -61728.2994
HOMO in Eh: -0.247

Element x y z (Å)
H (-1.614, -3.927, 3.572)
H (0.482, 3.181, -0.767)
B (-0.089, -0.927, -1.025)
H (-1.551, 3.946, 2.374)
H (2.024, 2.656, -0.050)
C (1.142, 3.271, 0.103)
C (3.560, -1.061, -1.572)
H (2.284, 0.484, 0.200)
Mg (-1.773, 0.485, -0.744)
H (2.200, -1.002, 1.094)
C (3.953, -0.692, -0.142)
C (-1.394, -1.225, -4.408)
H (-1.605, 4.132, 0.646)
H (-0.197, 6.143, 1.381)
O (-2.795, -0.623, -6.235)
H (-2.966, -3.439, -5.134)
C (-2.433, -2.956, -5.965)
C (0.511, -3.614, 3.472)
C (2.887, -0.215, 0.786)
H (3.497, -2.130, -1.733)
C (-1.164, -1.792, 3.361)
O (4.698, -0.603, -2.330)
O (2.042, -2.129, 5.042)
H (0.699, -4.664, 3.700)
H (0.392, 0.147, -0.945)
H (-3.034, 1.994, -1.164)
H (-1.211, -1.478, 5.529)
C (5.282, 0.424, -1.665)
H (0.731, -1.752, -1.345)
H (-4.224, -0.908, 1.025)
O (0.337, -3.577, 6.126)
H (2.296, 4.758, 1.235)
H (4.712, -1.328, 0.317)
H (3.223, 0.386, 1.628)
O (-0.834, 1.524, 0.668)
H (-1.009, -3.458, 1.972)
C (-0.907, -3.286, 3.043)
H (-1.455, -3.437, -5.936)
C (-0.919, 4.035, 1.495)
H (-1.233, 2.177, -1.698)
B (-2.316, 1.955, -2.096)
H (0.115, -0.562, 4.656)
H (-1.325, -0.163, -4.194)
H (-1.077, -0.908, -1.659)
H (-0.821, -1.163, 2.541)
H (-3.655, 0.977, 0.695)
H (-2.396, -0.443, 0.769)
H (-2.377, 0.855, -2.501)
H (1.454, 5.290, -0.237)
C (0.156, 5.119, 1.477)
O (0.548, 2.197, 2.553)
H (-0.374, -1.580, -4.597)
H (-2.997, -3.100, -6.879)
H (-3.525, -0.302, -0.769)
H (-2.251, -1.715, 3.382)
C (1.384, 4.665, 0.659)
S (-0.008, 2.518, 1.278)
H (1.249, -3.279, 2.745)
S (0.732, -2.741, 5.021)
O (6.191, 1.060, -2.088)
C (-2.293, -1.506, -5.577)
O (4.747, 0.530, -0.434)
H (-0.570, -1.195, 0.030)
H (-1.668, -1.756, -3.496)
H (2.678, -0.483, -1.836)
C (-0.512, -1.448, 4.698)
H (-2.637, 2.699, -2.983)
B (-3.483, -0.187, 0.403)
H (0.485, 5.147, 2.529)

Atomic forces in eV per Å
0.0 0.1 0.0
0.4 0.5 -0.3
0.8 -1.1 0.5
0.3 0.1 0.3
0.0 0.0 0.1
-0.6 -1.1 0.8
0.7 0.1 0.7
-0.2 -0.2 0.0
0.2 -0.1 0.7
0.1 -0.1 0.1
1.2 1.4 0.0
0.4 0.0 0.3
0.1 -0.2 -0.1
-0.2 -0.1 -0.9
-0.2 -0.1 0.1
-0.1 0.0 -0.2
-0.3 -0.2 1.1
0.0 -0.4 0.2
-1.1 0.3 -0.4
-0.5 0.0 -0.1
-0.5 -0.7 -0.2
-0.1 0.2 -0.1
0.0 -0.1 0.1
-0.1 0.0 -0.1
0.3 0.8 -0.2
-0.6 0.4 0.5
0.1 0.2 0.1
-0.1 -1.0 0.4
-0.2 -0.1 -0.3
-0.1 -0.1 -0.2
-0.2 -0.2 0.1
0.1 -0.2 0.0
-0.4 -0.5 -0.1
0.4 -0.5 0.2
0.1 -0.1 0.2
-0.2 0.0 0.0
0.3 0.1 -0.2
0.0 0.0 -0.4
-0.6 0.3 -1.4
1.2 0.3 0.0
-0.8 1.7 -1.5
-0.4 0.3 0.2
-0.2 0.0 0.0
-0.3 -0.5 -1.4
0.2 0.0 0.1
-0.2 0.1 0.0
0.8 -0.5 0.6
0.0 -0.9 -0.7
0.3 0.2 0.2
0.4 -0.4 2.6
0.9 -0.3 0.6
-0.1 -0.1 -0.3
0.2 0.0 -0.2
-0.5 -0.4 -0.9
0.0 0.5 0.1
-0.7 0.7 -1.5
-0.3 1.2 0.4
0.1 0.2 0.2
0.3 0.7 -0.6
0.1 0.5 -0.2
0.6 0.2 -0.5
0.0 0.0 -0.2
0.3 -0.2 0.9
-0.3 0.0 -0.1
-0.2 -0.4 -0.3
0.5 -0.5 -0.2
0.0 0.1 0.1
-1.3 0.0 1.5
0.2 0.0 -0.2